Record 1
The following is a quantum chemistry calculation of 10 unconnected molecules or ions with the total composition C24H66N2O10, from OMol25.

Geometry as XYZ:
```
102
Properties=species:S:1:pos:R:3
O 0.031 3.237 -2.448
H -2.060 -0.670 -2.777
H -3.102 5.123 -1.558
O 4.066 -1.314 -2.742
H -2.876 -2.112 -2.329
H -2.881 0.888 0.075
H -2.682 3.116 -2.913
H 1.961 -0.715 5.147
H -1.553 -1.884 4.305
O 2.328 2.040 -1.407
H -0.521 -3.286 4.288
H 1.604 -3.759 5.212
O 3.342 0.515 2.946
C -1.871 4.576 1.037
H 2.194 2.164 2.328
C -4.804 2.456 -0.281
H 1.890 0.261 -1.100
C 4.330 -0.167 -3.531
H -0.351 4.118 -2.409
H 1.065 -4.146 1.126
O -2.165 1.212 -0.489
H -3.698 1.703 -2.592
H 3.922 -1.855 1.543
O 1.594 -0.655 -1.229
H 3.494 -3.944 3.701
C 3.006 1.507 1.997
H 0.411 -3.492 -6.252
H -0.475 0.263 2.746
H -0.102 0.010 -2.194
H -2.492 1.327 2.065
H -1.117 -3.053 -5.431
H -2.051 2.635 3.048
H 0.124 -5.153 -2.276
C -1.779 3.057 0.927
H 3.873 2.147 1.821
H 0.868 0.696 3.792
N 1.362 -1.611 2.575
C -3.584 2.770 -2.408
H -3.106 6.240 0.457
H -1.106 -2.559 2.759
H 4.251 0.741 -2.931
O 0.620 -1.349 1.389
C 2.194 -2.816 2.446
C 0.003 0.033 3.694
H 2.101 -4.958 2.268
C -3.653 4.618 -0.759
O 0.387 -4.433 -1.698
C -0.729 -2.356 3.761
H -3.922 -1.348 -4.713
H 0.271 -1.969 -5.371
H 1.269 -1.078 0.727
H -1.038 5.034 0.488
C -0.278 -2.675 -6.007
C -2.555 2.424 2.103
H 1.638 2.592 -1.813
H -4.704 4.893 -0.880
H 1.806 -3.807 -3.117
C 2.183 -2.852 5.002
C 1.330 -1.593 4.987
C -0.310 2.642 1.060
C -2.976 -1.236 -2.977
H 2.468 -4.775 -1.790
H -5.644 2.515 -0.976
H -0.050 -1.636 -7.643
H -3.968 5.048 1.363
H 2.857 -2.808 5.864
O -3.075 -1.589 -4.333
H 3.763 -3.539 1.180
H -0.619 2.686 -1.984
H -1.683 4.844 2.081
H -0.659 0.199 4.543
H 1.925 -3.150 -1.462
C 3.008 -2.964 3.722
H -5.130 2.956 0.632
H 0.624 -1.601 5.827
C -3.192 5.159 0.602
H -0.244 1.558 0.987
H 0.428 -1.634 -2.616
H 3.121 2.580 -1.381
C 0.494 -1.408 3.721
H -3.781 -0.582 -2.636
H 2.806 -0.272 2.738
H 5.349 -0.245 -3.909
C 1.416 -4.112 2.159
H 0.264 3.118 0.265
H 2.705 1.042 1.055
H -4.671 1.398 -0.043
H 2.716 -2.352 0.347
H 3.335 -1.100 -2.147
N -2.272 2.627 -0.387
H -4.434 3.286 -2.864
C -3.562 3.099 -0.932
C 0.765 -0.626 -2.392
H 0.090 2.949 2.025
H 3.658 -0.118 -4.394
C 1.703 -4.034 -2.054
H 3.831 -2.246 3.785
H 1.312 -0.214 -3.244
H 0.577 -4.276 2.824
O -0.781 -2.040 -7.167
C 3.180 -2.623 1.292
H -3.608 2.689 2.155
```

Summary:
SMILES string   CC1(C)CCCC(C)(C)N1O.CC1(C)CCCC(C)(C)N1O.CO.CO.CO.CO.CO.CO.O.O
Frontier orbital gap   8.423 eV
HOMO energy   -8.094 eV
ΔE to the lowest compared entry with this formula, charge and spin   66.1 kcal/mol
Charge   0
LUMO energy   0.33 eV

=====

Record 2
The following is a quantum chemistry calculation of 8 unconnected molecules or ions with the total composition C24H66N2O16, from OMol25.

Geometry as XYZ:
```
108
Properties=species:S:1:pos:R:3
C 31.148 -9.180 3.701
C 30.171 -8.030 3.416
H 35.007 -20.661 -3.464
H 37.170 -7.302 9.487
C 47.109 -19.079 6.673
H 45.305 -12.906 0.186
H 30.205 -7.368 4.281
O 37.171 -9.886 7.628
H 36.340 -15.106 -0.357
C 42.466 -16.291 5.682
H 45.273 -13.716 -2.010
O 37.917 -14.212 -1.392
H 41.733 -8.929 -2.937
O 39.024 -16.080 -9.301
H 36.048 -14.503 -1.995
O 32.436 -8.628 4.115
H 47.446 -18.543 5.787
N 32.460 -20.665 -2.474
O 30.563 -7.267 2.336
O 40.451 -9.921 -0.536
H 34.005 -21.165 -1.164
H 29.175 -8.357 3.117
H 41.616 -16.093 7.566
H 38.006 -14.886 -2.070
H 38.182 -15.952 -9.743
C 33.557 -21.565 -2.074
H 37.570 -10.603 7.130
C 32.807 -19.285 -2.102
C 35.917 -12.782 -0.786
C 36.493 -14.262 -1.030
H 35.476 -10.176 8.591
H 33.088 -22.518 -1.827
H 32.373 -20.930 -3.444
H 43.666 -17.201 8.031
C 34.241 -21.577 -5.647
O 33.933 -22.138 -4.384
O 44.616 -12.556 -0.383
H 36.679 -11.242 9.139
C 36.538 -10.204 8.836
C 40.180 -8.761 -1.294
H 36.019 -9.475 10.705
H 42.545 -15.237 5.413
H 43.496 -13.454 -1.822
H 39.765 -17.364 4.826
H 41.038 -17.534 6.809
H 46.282 -16.771 6.439
N 43.598 -16.950 6.095
H 38.459 -16.141 5.275
H 35.331 -21.605 -5.614
H 31.243 -9.865 2.858
H 39.890 -17.508 -6.461
H 46.336 -17.156 8.185
H 33.213 -9.122 3.842
H 36.398 -12.043 -1.428
H 43.999 -15.569 -1.345
H 40.972 -16.241 -7.784
O 40.085 -10.064 -3.346
H 33.837 -22.254 -6.399
H 45.918 -14.851 0.287
H 32.899 -19.126 -1.027
H 30.313 -17.275 -4.870
O 36.147 -12.292 0.504
H 39.100 -8.618 -1.296
H 35.496 -22.238 -2.961
O 36.377 -7.842 9.513
H 39.940 -15.652 4.300
H 41.378 -10.122 -0.689
H 40.816 -14.938 -6.856
H 34.834 -12.775 -0.905
C 39.051 -15.335 -8.106
C 31.383 -17.121 -4.731
H 40.389 -8.032 -3.438
C 45.765 -17.263 7.262
H 31.766 -17.424 -2.170
C 44.307 -16.677 7.322
H 40.014 -10.891 -2.863
C 44.107 -14.867 -0.518
H 47.728 -18.811 7.529
H 37.099 -12.167 0.510
H 47.049 -20.159 6.532
H 33.760 -19.027 -2.563
C 34.618 -21.652 -3.233
H 31.321 -6.731 2.581
C 31.761 -18.356 -2.734
H 31.867 -16.999 -5.700
C 39.506 -16.327 5.038
O 32.104 -18.092 -4.072
O 45.775 -18.696 6.896
C 36.760 -9.161 9.969
H 30.738 -18.707 -2.598
C 44.451 -13.565 -1.310
O 39.943 -15.947 6.319
H 40.751 -7.992 -0.773
H 38.106 -15.366 -7.564
H 43.293 -14.687 0.184
H 30.533 -9.714 4.426
C 41.278 -16.490 6.609
H 44.149 -17.455 5.416
H 31.504 -16.132 -4.287
C 40.649 -8.896 -2.828
O 45.196 -15.462 0.124
H 33.959 -20.562 -5.926
H 37.704 -9.332 10.486
H 39.135 -14.277 -8.356
C 40.202 -15.786 -7.162
H 42.193 -16.838 4.780
H 44.335 -15.636 7.643
O 39.782 -16.629 -6.091
```

Summary:
SMILES string   COCCNCCOC.COCCNCCOC.OCCO.OCCO.OCCO.OCCO.OCCO.OCCO
Frontier orbital gap   8.500 eV
HOMO energy   -8.332 eV
ΔE to the lowest compared entry with this formula, charge and spin   147.9 kcal/mol
Charge   0
LUMO energy   0.17 eV

=====

Record 3
The following is a quantum chemistry calculation of 8 unconnected molecules or ions with the total composition C24H68N4O10, from OMol25.

Geometry as XYZ:
```
106
Properties=species:S:1:pos:R:3
H 1.062 -0.158 7.323
H -1.981 -0.173 -0.916
H 0.097 6.283 2.995
H 3.707 2.341 -1.864
C 0.287 -2.781 -0.566
H 1.086 -3.112 -4.955
H 4.371 -1.253 -0.156
H 0.897 -3.819 2.458
N -1.264 4.895 0.311
H 2.514 -1.722 3.390
H 2.877 -3.422 3.369
N -2.269 1.317 4.086
H -3.333 5.145 -0.337
H 1.077 0.724 -4.351
C -1.079 1.877 -2.402
H -3.071 3.702 0.306
C 2.412 -2.626 2.788
H -3.303 0.669 5.759
C -0.254 -6.016 1.427
H 5.437 -0.774 -1.446
C -1.204 1.381 6.374
H 3.246 1.526 0.593
H -1.435 1.031 1.356
H -0.357 2.435 -2.998
H -1.306 1.612 4.010
O 1.247 -2.525 -6.868
O 0.144 1.304 5.920
H 5.464 0.105 0.098
O -2.682 -5.670 -3.480
H -1.906 -0.611 3.231
O 0.410 -1.458 -1.148
C -2.434 0.680 1.615
H -3.229 3.510 -2.098
H -3.574 -0.178 3.258
C -2.577 0.242 3.128
H 2.151 3.663 3.459
H -0.017 -3.400 -1.410
H 1.909 0.462 5.976
O 0.797 -5.678 2.339
H 1.946 1.537 -0.634
C 4.822 -0.384 -0.635
H -2.414 -4.034 -4.628
H -0.106 -1.242 -3.034
C 0.665 -1.827 -7.937
H 2.971 -2.455 1.868
H -0.454 -3.064 -5.927
N -0.730 -1.335 -3.822
H -3.449 0.679 -0.726
H 0.672 -0.736 5.620
H 2.352 0.497 2.661
H 0.601 -0.772 -7.670
H -0.579 -0.690 -5.856
H 1.728 -0.050 -5.817
H -0.569 0.957 -2.115
H -3.496 -3.730 -3.295
H -3.587 -1.041 -1.032
H 0.808 4.600 4.184
C -2.990 -0.288 -0.518
O 2.147 -0.094 0.549
H -1.575 4.511 2.444
C -2.516 4.425 -0.292
C 1.124 4.002 3.328
O -1.573 2.641 -1.314
H 4.253 1.230 -2.890
H 3.092 -0.087 -1.930
H 0.385 3.201 3.316
H 1.911 -0.859 -4.218
C 0.925 0.100 6.273
O 1.000 4.717 2.108
H 1.253 -2.962 -0.095
H -2.168 -0.349 5.570
C -2.287 3.796 -1.630
C 1.276 -0.229 -4.842
C 2.683 0.921 -0.118
H -0.575 -2.762 0.101
H 0.021 -6.811 0.734
C -1.335 5.266 1.696
N 4.247 1.489 -1.913
H -1.402 2.447 6.263
H 1.189 -1.912 -8.889
H -1.971 6.150 1.752
H -3.021 1.588 1.478
C -2.574 -4.242 -3.570
H -1.263 1.150 7.438
C 1.642 0.407 1.839
H -1.821 -3.764 -2.944
H -1.898 -6.034 -3.899
C -2.257 0.731 5.458
H 1.093 -6.510 2.715
H -0.559 4.173 0.266
H -1.026 -6.535 1.995
H 0.868 -0.310 2.112
H -1.893 1.629 -3.084
H 0.803 -0.801 -0.568
O 1.055 -2.884 2.611
C 3.687 0.412 -1.166
O -2.946 -0.442 0.876
H -0.332 -2.237 -8.096
H 1.046 1.308 1.692
H -1.736 4.479 -2.276
C 0.049 -1.119 -5.076
H -0.673 -5.189 0.853
C 0.032 5.777 2.031
H -1.312 -0.539 -3.602
C 0.462 -2.545 -5.645
H 0.365 6.514 1.301
```

Summary:
Frontier orbital gap (alpha / beta)   1.431 / 9.315 eV
⟨S²⟩   0.750
HOMO energy (alpha / beta)   0.808 / -7.141 eV
Charge   -1
LUMO energy (alpha / beta)   2.24 / 2.17 eV
Spin multiplicity   2

=====

Record 4
The following is a quantum chemistry calculation of 10 unconnected molecules or ions with the total composition C24H68O16, from OMol25.

Geometry as XYZ:
```
108
Properties=species:S:1:pos:R:3
H -2.836 1.400 5.628
O 4.067 -0.889 -0.562
H -0.271 3.470 0.144
H 3.235 -4.442 -0.684
H 2.273 -1.007 -3.689
C -0.646 -2.943 0.655
C 0.059 1.000 -4.047
H 0.110 1.876 3.098
H 1.138 6.465 2.151
H 3.739 -1.743 -0.302
H -2.410 0.598 -0.027
H 2.828 -4.080 2.103
H 3.797 2.017 0.964
H 2.609 -1.127 -5.373
H -0.896 -3.764 -0.124
C 3.447 -4.980 1.728
H 0.877 0.449 -4.525
O 4.082 -3.975 -0.437
C -2.662 1.580 -0.380
C 0.945 4.639 1.113
H -4.221 -3.444 -2.811
O 2.632 -6.085 1.171
O -4.265 0.240 3.700
C 4.460 -4.601 0.762
H 5.429 0.261 0.443
H -1.837 -1.279 -1.220
H -4.824 -1.828 -2.197
H -1.543 -1.467 1.294
H 1.794 0.863 -0.353
C -3.996 -2.518 -2.268
O -4.399 1.687 1.330
H -3.574 1.442 1.758
H -4.469 2.915 -0.284
H 4.966 -1.142 -5.039
H 4.156 -3.182 -2.928
C 4.391 0.025 0.469
C 0.830 -2.755 0.596
H -5.529 -0.059 5.375
C -4.726 0.638 5.023
H -4.645 0.794 3.013
O 0.382 4.148 -0.084
O -1.417 -1.823 0.354
C 3.565 1.242 0.248
H 3.726 -3.301 -4.634
H 2.142 0.579 -2.417
O -2.296 -0.838 -1.964
C 4.414 -1.284 -4.124
H 0.418 4.172 1.919
H 5.262 -4.019 1.350
H -2.036 -2.494 -3.241
H -0.241 2.113 -2.356
H -3.097 -0.373 5.801
H -2.548 -0.706 -4.787
C 0.624 1.755 -2.870
H -4.775 1.272 -0.661
H -2.546 -0.754 3.309
H 5.418 -3.278 -4.145
C 3.033 -0.749 -4.413
H 3.081 0.370 -4.453
H -0.917 -3.333 1.650
O 5.145 -0.636 -3.168
H -2.232 2.919 1.086
H 4.793 -0.735 -2.296
C 4.445 -2.835 -3.924
H -0.360 1.667 -4.829
H 3.653 1.633 -0.783
C 0.802 6.161 1.155
C 1.571 2.838 -3.175
H 1.352 -3.730 0.717
H -0.806 6.130 0.094
C -5.339 2.002 4.827
H -4.031 -1.751 -4.575
C -2.842 -1.750 -2.923
H -0.711 0.309 -3.752
O -1.914 2.052 3.099
H -6.102 1.975 4.073
H -3.765 -2.948 -1.315
C -4.143 1.870 -0.064
H -2.545 1.384 3.480
C -3.528 0.586 5.931
H 2.015 4.309 1.074
H 1.426 6.579 0.377
H -2.438 1.571 -1.411
H 1.408 -0.997 1.265
H -3.892 -0.174 -3.814
O 2.227 0.794 0.494
H -0.959 0.016 4.574
H 4.956 -5.494 0.497
H 3.963 -5.486 2.576
H -4.500 2.676 4.579
H 4.129 -0.455 1.402
O 1.302 -1.878 1.619
O 1.287 0.839 -1.993
H -5.864 2.342 5.732
H 1.062 3.492 -3.907
C -0.729 1.269 2.745
H 0.271 -0.529 3.417
H 1.118 -2.369 -0.420
O -1.709 -0.994 2.922
H -3.740 0.750 6.970
H 1.743 -6.082 1.455
O -0.591 6.501 0.959
C -3.338 -1.062 -4.133
C -0.725 -0.081 3.500
O -1.889 2.604 0.252
H 2.532 2.508 -3.465
H -0.552 1.000 1.649
H 1.740 3.464 -2.321
```

Summary:
SMILES string   CC(C)O.CC(C)O.CC(C)O.CC(C)O.OCCO.OCCO.OCCO.OCCO.OCCO.OCCO
Frontier orbital gap   10.151 eV
HOMO energy   -9.650 eV
ΔE to the lowest compared entry with this formula, charge and spin   0.0 kcal/mol
Charge   0
LUMO energy   0.50 eV